Entry 1:
C3H2HgO3 | the ωB97M-V functional and the def2-TZVPD basis

Output
* largest force on an atom: 5.352 eV/A
* charge: 0
* <S²>: 2.014
* energy relative to the best compared isomer or geometry (same formula, charge and spin): 236.3 kJ/mol
* orbital gap (spin up / spin down): 0.2191 / 0.1573 hartree
* spin multiplicity: 3
* E: -13453.5834 eV

Structure (XYZ):
```
9
Properties=species:S:1:pos:R:3:forces:R:3:mulliken_spin:R:1
O 1.046 -0.116 0.673 0.07 -0.83 2.08 0.11
C -0.111 0.233 1.107 2.56 0.71 -4.65 0.02
C 0.569 -1.319 -0.638 -1.41 0.31 0.22 0.58
O -0.340 0.975 2.069 -0.55 0.86 1.78 0.10
O -0.972 0.270 0.059 -2.42 -2.15 1.30 0.02
C -0.702 -0.796 -0.853 2.37 0.85 -1.37 0.24
Hg 0.202 2.758 0.813 0.02 0.64 0.24 0.85
H 1.357 -1.484 -1.373 -0.39 -0.35 -0.03 0.04
H -1.049 -0.521 -1.857 -0.25 -0.04 0.42 0.06
```
Forces are in eV/Å.

Entry 2:
C3H2I2O2 | the ωB97M-V functional and the def2-TZVPD basis

Output
* largest force on an atom: 3.010 eV/A
* charge: 0
* <S²>: 2.009
* energy relative to the best compared isomer or geometry (same formula, charge and spin): 0.0 kJ/mol
* orbital gap (spin up / spin down): 0.2313 / 0.2021 hartree
* spin multiplicity: 3
* E: -23435.3565 eV

Structure (XYZ):
```
9
Properties=species:S:1:pos:R:3:forces:R:3:mulliken_spin:R:1
C -1.741 -0.297 1.973 0.53 -1.18 -0.03 0.00
C 1.595 0.154 -0.563 2.32 -0.87 1.70 0.16
C 0.504 0.097 -1.257 -1.36 -2.04 -1.52 0.40
O -1.194 -0.193 2.991 -0.26 0.58 -0.02 0.00
O -2.217 -0.554 0.948 -0.30 0.65 0.12 0.00
I -0.434 2.030 -1.613 -1.28 2.70 -0.39 1.29
I -0.505 -1.613 -1.850 -0.06 -0.69 -0.06 0.13
H 2.028 -0.826 -0.157 -0.09 1.96 -0.30 0.02
H 1.964 1.201 -0.473 0.50 -1.11 0.50 0.00
```
Forces are in eV/Å.

Entry 3:
C3H2IN2 | the ωB97M-V functional and the def2-TZVPD basis

Output
* largest force on an atom: 5.417 eV/A
* charge: +1
* energy relative to the best compared isomer or geometry (same formula, charge and spin): 404.8 kJ/mol
* orbital gap (spin up / spin down): 0.3073 / 0.2494 hartree
* E: -14208.7216 eV

Structure (XYZ):
```
8
Properties=species:S:1:pos:R:3:forces:R:3:nbo_charge:R:1
C -0.358 -2.438 0.023 -0.45 -1.15 0.20 0.45
C -1.628 -0.576 -0.089 -0.78 0.52 -0.58 0.02
C -0.164 -0.330 0.017 0.71 1.51 0.79 -0.47
N -1.467 -2.800 0.028 -3.52 -1.38 0.35 -0.19
N 0.495 -1.588 -0.075 4.68 2.12 -1.70 -0.26
I -3.434 0.182 -0.001 0.96 -0.42 0.20 0.76
H 0.144 0.596 -0.661 -0.45 -2.07 1.10 0.35
H 0.297 -0.139 1.037 -1.15 0.88 -0.37 0.34
```
Forces are in eV/Å.

Entry 4:
C3H2INO2 | the ωB97M-V functional and the def2-TZVPD basis

Output
* largest force on an atom: 4.787 eV/A
* charge: 0
* energy relative to the best compared isomer or geometry (same formula, charge and spin): 606.4 kJ/mol
* orbital gap (spin up / spin down): 0.2901 / 0.2902 hartree
* E: -16821.9933 eV

Structure (XYZ):
```
9
Properties=species:S:1:pos:R:3:forces:R:3:nbo_charge:R:1
C 0.095 1.105 0.268 -1.64 -3.01 -0.51 -0.12
C 0.391 -0.166 0.081 2.88 0.36 0.84 0.29
C 2.789 0.641 0.198 -4.27 -2.16 0.02 -0.11
N 2.353 1.769 0.119 1.30 1.51 -0.45 -0.14
O 1.060 2.049 0.068 -0.66 2.67 0.43 -0.31
O 0.056 -1.455 0.265 1.53 0.03 -0.76 -0.67
I 4.481 -0.309 -0.048 1.36 -0.51 -0.08 0.31
H -0.943 1.510 0.356 1.32 -0.02 -0.12 0.24
H 0.847 -2.001 -0.065 -1.82 1.12 0.62 0.51
```
Forces are in eV/Å.

Entry 5:
C3H2IO3 | the ωB97M-V functional and the def2-TZVPD basis

Output
* largest force on an atom: 5.509 eV/A
* charge: +1
* energy relative to the best compared isomer or geometry (same formula, charge and spin): 238.5 kJ/mol
* orbital gap: 0.3126 hartree
* E: -17375.6490 eV

Structure (XYZ):
```
9
Properties=species:S:1:pos:R:3:forces:R:3:nbo_charge:R:1
C 0.307 1.574 -0.402 -0.11 0.09 5.51 -0.21
C -0.118 -0.689 0.264 0.76 -1.40 0.01 0.94
C -1.336 -2.066 0.325 -0.80 -1.57 -0.27 0.64
O 0.814 -1.268 0.604 0.82 -0.44 0.62 -0.38
O -1.441 -3.184 0.301 -0.12 1.29 0.13 -0.28
O -0.602 0.315 -0.211 -0.79 1.56 -1.06 -0.45
I 2.368 1.198 0.249 -1.10 1.00 -0.41 0.27
H -0.338 2.282 0.238 1.65 -0.88 -0.98 0.26
H 0.345 1.837 -1.369 -0.31 0.35 -3.55 0.21
```
Forces are in eV/Å.

Entry 6:
C3H2KMgO3 | the ωB97M-V functional and the def2-TZVPD basis

Output
* largest force on an atom: 1.345 eV/A
* charge: +1
* energy relative to the best compared isomer or geometry (same formula, charge and spin): 151.6 kJ/mol
* orbital gap (spin up / spin down): 0.3588 / 0.1631 hartree
* E: -31045.9284 eV

Structure (XYZ):
```
10
Properties=species:S:1:pos:R:3:forces:R:3:nbo_charge:R:1
H -0.944 3.195 1.945 -0.76 0.59 -0.07 -0.02
O 1.032 -1.654 0.037 0.56 -0.51 -0.14 -0.46
C 0.245 -0.752 -0.587 -1.31 0.16 0.28 0.97
C 1.657 -1.295 1.132 0.17 0.35 1.00 0.32
O -0.578 -1.169 -1.418 0.50 -0.28 -0.29 -0.78
O 0.249 0.454 -0.211 0.38 0.39 0.04 -0.90
C 2.158 -1.042 2.199 -0.41 -0.09 -0.48 -0.38
Mg -1.407 0.694 -1.536 -0.10 0.04 -0.09 1.02
H 2.522 -0.872 3.197 0.09 -0.16 -0.46 0.27
K 0.723 1.741 1.904 0.87 -0.50 0.19 0.96
```
Forces are in eV/Å.

Entry 7:
C3H2LiO2Sn | the ωB97M-V functional and the def2-TZVPD basis

Output
* largest force on an atom: 3.691 eV/A
* charge: +1
* orbital gap (spin up / spin down): 0.2059 / 0.2059 hartree
* E: -13262.6511 eV

Structure (XYZ):
```
9
Properties=species:S:1:pos:R:3:forces:R:3:nbo_charge:R:1
C 0.333 -0.766 0.105 -0.19 1.83 -0.69 -0.22
Li 2.212 -0.818 1.639 -0.02 0.22 -0.60 0.92
O 1.447 -1.712 0.030 -0.51 0.73 0.83 -0.59
C 1.463 -0.792 -1.058 0.18 -1.46 -0.64 -0.08
H 1.142 -1.194 -2.023 -0.33 0.11 0.45 0.23
H 2.457 -0.331 -1.133 -0.82 0.54 0.15 0.23
Sn -1.561 0.728 1.327 0.24 -0.48 -1.22 1.36
O 0.002 1.547 0.238 -1.65 0.07 0.46 -0.82
C 0.815 0.569 0.405 3.10 -1.56 1.26 -0.03
```
Forces are in eV/Å.

Entry 8:
C3H2LiO3Sm | the ωB97M-V functional and the def2-TZVPD basis

Output
* largest force on an atom: 2.056 eV/A
* charge: +3
* <S²>: 12.006
* energy relative to the best compared isomer or geometry (same formula, charge and spin): 8.8 kJ/mol
* orbital gap (spin up / spin down): 0.1644 / 0.1726 hartree
* spin multiplicity: 7
* E: -27364.5266 eV

Structure (XYZ):
```
10
Properties=species:S:1:pos:R:3:forces:R:3:mulliken_spin:R:1
C -0.988 1.348 0.560 0.82 -0.33 0.44 0.00
C -1.991 1.478 -0.296 -1.42 -0.08 -1.49 0.00
O -2.839 1.532 -1.082 1.31 -0.01 1.30 0.00
H -0.145 2.035 0.468 -0.42 -0.07 0.01 0.00
H -1.180 0.831 1.501 -0.13 0.29 -0.30 0.00
O 0.633 -1.690 -1.342 -0.36 0.74 0.76 0.00
C 1.075 -1.252 -0.362 0.66 -1.13 -1.24 0.00
O 1.766 -1.023 0.543 -0.18 0.69 0.97 0.00
Sm 3.328 -0.474 2.986 -0.05 0.04 -0.05 6.00
Li 0.342 -2.786 -2.976 -0.23 -0.13 -0.40 0.00
```
Forces are in eV/Å.

Entry 9:
C3H2LiO3Yb | the ωB97M-V functional and the def2-TZVPD basis

Output
* largest force on an atom: 6.536 eV/A
* charge: +3
* <S²>: 2.023
* orbital gap (spin up / spin down): 0.3430 / 0.1541 hartree
* spin multiplicity: 3
* E: -40982.8733 eV

Structure (XYZ):
```
10
Properties=species:S:1:pos:R:3:forces:R:3:mulliken_spin:R:1
H 2.475 0.563 -1.895 -0.63 -0.81 0.45 0.58
O -0.742 -0.199 -0.942 3.43 -1.07 -1.66 0.18
C -1.373 0.272 0.146 -3.11 1.51 2.15 -0.01
C 0.458 -0.733 -0.798 -6.45 0.88 0.63 0.83
O -2.491 0.788 0.012 1.14 -0.71 -0.45 0.05
O -0.801 0.230 1.280 1.13 -0.40 0.14 0.00
C 1.695 -0.666 -0.889 4.48 0.57 -2.57 0.34
Yb -2.801 1.374 2.260 -0.52 0.16 -0.05 0.00
H 2.601 -1.257 -0.832 0.47 0.06 0.54 0.04
Li 0.977 -0.373 1.658 0.06 -0.18 0.81 0.01
```
Forces are in eV/Å.

Entry 10:
C3H2LuO4 | the ωB97M-V functional and the def2-TZVPD basis

Output
* largest force on an atom: 7.170 eV/A
* charge: +3
* energy relative to the best compared isomer or geometry (same formula, charge and spin): 178.4 kJ/mol
* orbital gap (spin up / spin down): 0.2029 / 0.2002 hartree
* E: -44906.9630 eV

Structure (XYZ):
```
10
Properties=species:S:1:pos:R:3:forces:R:3:nbo_charge:R:1
C 1.433 -0.182 -1.140 2.81 1.07 -6.51 0.31
C -0.326 -0.031 -1.382 4.13 3.82 4.43 0.46
O -1.117 -0.840 -0.970 -3.70 -2.51 2.12 -0.79
O 2.128 0.583 -1.751 -2.29 -1.81 3.13 -0.18
H 1.790 -1.205 -0.906 -0.37 0.00 0.97 0.30
H -0.200 1.012 -0.606 -1.55 -1.04 -2.46 0.08
O -0.245 0.603 2.081 1.50 0.74 -0.49 -0.24
O -1.473 0.096 2.314 -2.25 -1.75 -0.95 -0.51
C 0.541 1.254 1.503 0.00 0.12 0.48 0.87
Lu -2.529 -1.290 0.856 1.73 1.35 -0.73 2.69
```
Forces are in eV/Å.

Entry 11:
C3H2MnO3 | the ωB97M-V functional and the def2-TZVPD basis

Output
* largest force on an atom: 6.825 eV/A
* charge: +2
* <S²>: 8.753
* energy relative to the best compared isomer or geometry (same formula, charge and spin): 36.0 kJ/mol
* orbital gap (spin up / spin down): 0.2013 / 0.1912 hartree
* spin multiplicity: 6
* E: -40581.9859 eV

Structure (XYZ):
```
9
Properties=species:S:1:pos:R:3:forces:R:3:mulliken_spin:R:1
C 0.713 -1.948 -0.794 0.90 0.65 -1.32 0.02
C 0.893 -0.741 -0.935 -1.76 -2.37 1.58 -0.01
O 0.661 0.480 -0.576 -2.04 3.71 2.42 0.02
C -0.454 0.808 0.396 2.72 -5.52 -2.95 0.02
O -1.238 -0.127 0.702 1.15 -1.79 0.50 0.01
O -0.470 1.923 0.874 -0.26 1.37 0.07 0.09
H 0.819 -2.968 -1.128 -0.19 0.04 0.39 0.00
Mn -0.109 3.715 0.812 0.27 1.25 0.03 4.85
H -0.817 -1.142 0.648 -0.79 2.67 -0.73 0.00
```
Forces are in eV/Å.

Entry 12:
C3H2N2 | the ωB97M-V functional and the def2-TZVPD basis

Output
* largest force on an atom: 1.211 eV/A
* charge: 0
* energy relative to the best compared isomer or geometry (same formula, charge and spin): 7.1 kJ/mol
* orbital gap: 0.4677 hartree
* E: -6122.4113 eV

Structure (XYZ):
```
7
Properties=species:S:1:pos:R:3:forces:R:3:nbo_charge:R:1
N -2.140 0.799 0.642 0.82 0.02 -0.66 -0.26
C -1.176 0.441 0.118 -0.99 0.04 0.70 0.27
C -0.005 -0.298 -0.358 0.01 -0.14 0.03 -0.60
C 1.234 0.168 0.276 0.86 0.31 0.47 0.27
N 2.200 0.511 0.807 -0.90 -0.33 -0.57 -0.27
H -0.198 -1.326 -0.036 0.24 -0.04 -0.15 0.29
H 0.083 -0.295 -1.449 -0.03 0.13 0.20 0.29
```
Forces are in eV/Å.